This record from the Open Molecules 2025 dataset describes 13 unconnected molecules or ions with the total composition C21H70N28O12P. The level of theory is ωB97M-V/def2-TZVPD.

F_max: 1.34 eV/A
2S+1: 1
E_HOMO: -10.44 eV
HOMO-LUMO gap: 6.871 eV
net charge: +1

Cartesian coordinates (Å):
P 0.335 -1.838 1.278
O 4.857 8.857 -3.404
O 2.096 -5.270 -1.525
O -3.323 3.582 -1.513
O -0.033 5.247 2.083
O -1.808 0.967 -5.725
O -3.005 -4.662 1.025
O -5.901 -2.756 3.831
O 3.021 6.126 -1.383
O 3.230 2.526 0.178
O -3.272 5.322 3.003
O -0.051 -3.068 -10.708
O -1.459 -4.194 -5.469
N -1.384 -0.585 -4.123
N -3.961 -3.366 4.822
N -4.722 -5.564 2.191
N -5.519 -2.067 5.957
N -2.737 -1.096 -5.925
N -1.359 -4.013 -3.209
N 1.300 -0.258 3.991
N 1.807 6.929 0.347
N 5.380 8.242 -5.517
N -2.538 -5.859 2.896
N 3.071 8.355 -0.979
N 2.461 -6.781 0.112
N 0.453 -4.784 -4.395
N -2.256 5.816 4.948
N 3.393 -2.136 0.354
N 0.142 3.875 0.286
N -4.518 5.284 4.900
N 4.374 -4.204 1.074
N 3.648 7.205 -4.385
N 4.617 -2.115 2.341
N 4.553 2.019 1.932
N -0.080 -1.139 -9.512
N 1.013 -7.268 -1.639
N -1.430 -2.917 -8.913
N 3.507 4.093 1.797
N -3.313 2.364 0.374
N -1.762 5.121 0.601
N -4.474 1.625 -1.507
C 2.500 -3.302 2.277
C -3.350 5.463 4.210
C 3.749 -2.918 1.513
C 0.334 -0.034 0.999
C 1.623 -2.111 2.655
C 3.731 2.877 1.233
C 4.635 8.146 -4.374
C -3.405 -5.321 1.969
C 1.865 -6.375 -1.051
C 0.898 -2.433 3.997
C -0.491 -2.421 -9.777
C -3.693 2.580 -0.921
C -1.278 -2.196 2.084
C -5.182 -2.728 4.808
C 2.320 -0.852 3.112
C -1.967 -0.156 -5.287
C -0.533 4.782 1.057
C -0.827 -4.321 -4.433
C -1.989 -1.098 2.868
C 2.660 7.084 -0.716
C 0.495 -1.113 4.446
H 0.183 -3.230 4.032
H -0.406 0.178 0.254
H -1.509 -1.512 -3.760
H 0.607 -0.744 -10.126
H 4.206 -1.632 0.020
H 5.207 -3.982 0.540
H -5.068 -6.097 2.967
H -0.863 -4.114 -2.342
H 1.258 0.733 4.186
H -1.753 -0.100 2.535
H 0.135 0.557 1.876
H 3.154 -2.779 -0.393
H 0.826 -8.179 -1.265
H -3.699 -3.859 3.988
H -1.783 -2.405 -8.128
H -4.601 5.408 5.891
H 2.553 -0.151 2.338
H 2.785 -3.902 3.132
H 3.215 -1.027 3.677
H -1.926 -2.522 1.297
H -2.299 5.778 1.141
H -0.234 3.480 -0.557
H -1.805 -1.155 3.928
H 1.487 7.683 0.923
H -0.801 0.065 -3.633
H -2.153 4.751 -0.255
H -4.942 -2.043 6.776
H 4.991 2.236 2.807
H 4.701 1.122 1.512
H 2.758 9.152 -0.458
H 0.975 -4.873 -3.538
H 5.354 -1.684 1.804
H -2.837 -6.421 3.671
H -0.427 -0.591 -8.747
H 1.682 -2.710 4.703
H 4.702 -4.690 1.901
H -3.340 -3.365 5.608
H 6.115 8.923 -5.530
H 1.062 3.593 0.576
H 3.898 4.391 2.670
H 0.880 -5.037 -5.267
H 5.000 -2.644 3.109
H -2.274 5.957 5.939
H 0.566 -6.996 -2.496
H -2.309 -3.699 -3.187
H -4.744 1.774 -2.462
H -3.555 1.560 0.920
H -5.332 5.039 4.369
H 3.119 7.073 -3.540
H -4.785 0.798 -1.035
H -1.397 5.947 4.440
H -2.746 3.103 0.750
H -1.191 -3.052 2.727
H -3.184 -0.815 -6.778
H -6.406 -1.599 5.972
H -3.050 -1.219 2.753
H -1.558 -5.727 2.735
H 3.713 8.489 -1.746
H 3.465 6.610 -5.169
H -0.332 -0.850 5.065
H 5.227 7.671 -6.325
H -5.381 -5.163 1.549
H 1.474 6.006 0.546
H -1.746 -3.856 -9.064
H 1.919 -3.934 1.632
H 1.301 0.223 0.604
H 3.111 -6.131 0.529
H 2.915 4.732 1.296
H -2.857 -2.037 -5.591
H 2.299 -7.671 0.544

Forces on the atoms, in the same order (eV/Å):
P 0.4 -0.6 -0.8
O -0.1 0.1 0.3
O -0.3 0.2 -0.3
O 0.1 0.2 -0.2
O 0.2 0.0 0.1
O 0.0 0.1 0.0
O 0.1 0.0 0.0
O -0.1 0.0 -0.1
O 0.0 -0.2 -0.2
O -0.3 -0.1 0.0
O -0.4 -0.1 -0.2
O 0.0 -0.1 -0.1
O -0.2 0.2 0.1
N -0.1 0.0 0.0
N 0.0 0.1 0.0
N 0.1 -0.1 0.0
N 0.1 0.0 -0.1
N 0.0 0.0 0.0
N -0.1 0.3 0.1
N 0.4 1.1 -0.2
N 0.4 0.1 0.0
N 0.0 0.0 0.1
N -0.1 0.3 0.2
N -0.1 -0.3 0.1
N -0.1 0.1 0.0
N 0.0 -0.2 0.1
N 0.0 -0.1 0.1
N 0.1 0.1 -0.1
N 0.0 -0.1 0.2
N 0.1 -0.1 0.0
N -0.3 0.3 0.4
N 0.1 0.3 -0.1
N -0.1 0.4 0.1
N -0.2 -0.1 0.2
N 0.0 -0.1 0.0
N 0.1 0.2 0.1
N -0.1 0.1 -0.1
N -0.1 -0.2 0.0
N 0.1 -0.1 -0.3
N 0.2 0.0 -0.1
N 0.1 0.2 0.0
C 0.1 0.5 -0.1
C 0.2 0.2 0.2
C 0.7 -1.0 -0.6
C 0.2 -0.6 0.5
C -0.7 -0.7 0.8
C 0.1 0.0 0.1
C -0.1 -0.4 -0.2
C -0.1 -0.2 -0.1
C 0.1 -0.2 0.2
C 0.7 -0.6 -0.2
C 0.0 0.1 0.2
C -0.1 -0.4 0.1
C 0.0 1.0 0.4
C 0.1 0.0 0.2
C -0.3 0.6 -0.3
C 0.0 -0.2 0.0
C -0.3 -0.1 -0.3
C 0.2 -0.2 -0.1
C -0.1 -0.1 -0.2
C -0.2 0.4 0.2
C -0.6 -0.2 0.4
H -0.5 -0.1 -0.1
H -0.5 0.2 -0.5
H 0.1 -0.1 0.0
H 0.0 0.0 0.0
H 0.0 0.2 -0.1
H 0.1 -0.1 -0.2
H 0.0 0.0 0.0
H 0.1 -0.1 0.0
H 0.0 0.1 0.0
H 0.1 0.4 -0.2
H -0.1 0.4 0.3
H -0.4 0.0 -0.1
H 0.0 0.0 0.0
H 0.0 0.0 0.0
H 0.1 0.0 0.1
H 0.0 0.0 0.0
H 0.2 0.4 -0.5
H 0.1 -0.1 0.5
H 0.3 -0.1 0.4
H -0.3 -0.2 -0.6
H 0.0 -0.1 0.2
H 0.0 0.2 -0.1
H -0.1 0.0 0.3
H 0.0 0.0 0.0
H 0.0 0.0 0.0
H 0.0 0.1 -0.2
H 0.0 0.0 0.0
H 0.1 0.1 -0.1
H 0.1 0.0 0.0
H 0.0 0.0 0.0
H 0.2 0.1 0.0
H 0.3 -0.1 0.0
H 0.0 -0.1 -0.1
H 0.0 0.0 0.0
H 0.3 -0.3 0.4
H 0.1 -0.2 0.1
H -0.1 0.0 0.1
H 0.0 0.0 0.0
H 0.1 -0.1 -0.1
H 0.1 0.0 0.0
H 0.0 0.1 0.0
H 0.2 -0.1 0.0
H 0.0 0.0 0.0
H 0.0 0.0 0.0
H -0.1 -0.2 0.0
H 0.0 0.0 0.0
H -0.1 0.0 0.0
H 0.0 0.0 0.0
H 0.1 -0.2 0.1
H 0.0 0.0 0.1
H 0.0 0.0 -0.1
H 0.0 0.0 0.5
H 0.1 -0.6 0.0
H -0.1 0.1 0.0
H 0.0 0.0 0.0
H -0.6 0.0 0.1
H 0.0 -0.1 -0.1
H 0.2 0.2 -0.2
H 0.0 0.0 0.0
H -0.1 0.2 0.6
H 0.0 0.0 0.0
H 0.0 0.1 0.1
H -0.3 0.0 0.0
H 0.1 0.0 0.0
H -0.2 -0.5 -0.3
H 0.4 0.2 -0.3
H 0.0 0.1 -0.1
H 0.2 0.2 -0.1
H 0.2 -0.1 -0.1
H 0.0 -0.1 -0.1